Record 1
16
Properties=species:S:1:pos:R:3 method="wB97M-V/def2-TZVPD" lumo_ha=0.0304 homo_lumo_gap_ev=8.48 energy_ev=-11348.8022 relative_energy_kcal_mol=122.5 e_homo_ev=-7.7
C -0.1149 1.8347 -0.5606
C -1.3684 1.4013 -0.4329
C 0.8795 0.2962 0.0780
C -0.1725 -1.9105 0.3386
N -1.4933 0.1131 0.0176
N -0.2549 -0.4780 0.5965
O 1.7348 0.7303 1.0511
O 1.4922 -0.2211 -1.0961
H 0.4529 2.6928 -0.9686
H -2.2241 2.1098 -0.2924
H 0.8267 -2.1909 0.2140
H -0.6877 -2.3306 1.1444
H -0.7149 -2.2740 -0.5758
H -2.2726 -0.3459 0.4272
H 1.9709 -0.0577 1.5179
H 1.9464 0.6307 -1.4590



Record 2
16
Properties=species:S:1:pos:R:3 method="wB97M-V/def2-TZVPD" lumo_ha=0.0251 homo_lumo_gap_ev=10.43 energy_ev=-11351.7338 relative_energy_kcal_mol=54.9 e_homo_ev=-9.7
C -1.0827 0.3352 0.4563
C 0.6186 -1.5793 -0.2089
C 1.5173 0.7315 -0.6510
C 0.3034 -0.1666 -0.6387
N -2.1332 -0.2593 0.1545
N -0.7034 1.3380 1.3246
O -0.3252 -2.4763 -0.4286
O 1.5829 -1.8208 0.4626
H 2.4151 0.4078 -1.2534
H 2.0281 0.4398 0.3328
H 1.2580 1.8773 -0.6262
H -0.2246 -0.2451 -1.7040
H -0.9218 -2.1742 -1.0528
H -3.0384 0.0644 0.5840
H -1.4038 1.6947 2.0000
H 0.1097 1.8328 1.2489



Record 3
16
Properties=species:S:1:pos:R:3 method="wB97M-V/def2-TZVPD" lumo_ha="0.0317 / -0.1185" homo_lumo_gap_ev="5.98 / 6.47" energy_ev=-11346.0616 spin_multiplicity=3 relative_energy_kcal_mol=64.3 e_homo_ev="-5.1 / -9.7"
C 0.9053 0.5874 1.0682
C -1.0186 1.2696 -0.6423
C -0.1386 0.2549 0.0203
C -0.7186 -1.1325 0.1119
N 0.2873 -2.2877 0.4856
N 0.2287 0.9593 -1.2560
O 1.7081 1.5905 0.7142
O 0.8716 -0.0360 2.0877
H -1.8581 0.8057 -1.1399
H -1.2750 2.3880 -0.3411
H -1.4346 -1.0286 0.9248
H -1.2950 -1.2319 -0.7939
H 1.0219 -2.4972 -0.2247
H 0.8160 -1.9102 1.2979
H 0.1394 0.4253 -2.1109
H 1.7602 1.8432 -0.2016